[1]
Formula: C33H44FIO14
Source: OMol25
Level of theory: ωB97M-V/def2-TZVPD

Structure (ORCA input):
```
! wB97M-V def2-TZVPD RIJCOSX def2/J DEFGRID3
* xyz 0 1
C 2.04 -1.29 -5.16
C 1.87 -2.79 -5.04
C 0.65 -3.27 -4.22
I 1.23 -3.88 -2.24
C -0.51 -2.35 -4.21
C -0.67 -1.25 -3.49
F 0.24 -0.80 -2.64
C -1.90 -0.43 -3.58
O -2.28 0.29 -2.68
C -2.62 -0.54 -4.86
C -2.51 -1.64 -5.60
C -1.68 -2.74 -5.06
O -1.94 -3.92 -5.25
H 2.19 -0.81 -4.20
H 2.91 -1.07 -5.76
H 1.20 -0.81 -5.65
H 2.75 -3.16 -4.53
H 1.84 -3.23 -6.03
H 0.30 -4.18 -4.68
H -3.23 0.29 -5.16
H -3.00 -1.77 -6.55
O -0.65 2.07 3.38
C -0.72 2.07 2.19
C -1.33 1.01 1.29
C -0.77 1.37 -0.08
C -0.58 2.88 0.05
O -0.26 3.10 1.43
H -2.41 1.10 1.33
H -1.03 0.02 1.62
H -1.40 1.09 -0.92
H 0.20 0.89 -0.22
H -1.48 3.43 -0.20
H 0.24 3.24 -0.57
O -5.74 2.81 7.59
C -5.02 3.07 6.67
C -3.83 4.00 6.67
C -3.59 4.22 5.18
C -4.10 2.92 4.58
O -5.17 2.50 5.45
H -2.98 3.49 7.15
H -4.05 4.92 7.20
H -2.55 4.43 4.92
H -4.20 5.06 4.83
H -3.34 2.14 4.57
H -4.50 3.05 3.57
O 4.45 1.07 -3.25
C 4.15 1.93 -2.47
C 4.04 1.82 -0.96
C 3.25 3.07 -0.59
C 3.65 4.03 -1.70
O 3.88 3.20 -2.85
H 5.04 1.82 -0.54
H 3.53 0.90 -0.68
H 3.46 3.45 0.40
H 2.19 2.86 -0.66
H 4.57 4.57 -1.48
H 2.87 4.75 -1.94
O 4.46 -2.57 -0.77
C 5.15 -2.38 -1.72
C 6.34 -1.44 -1.84
C 6.54 -1.33 -3.35
C 6.00 -2.67 -3.83
O 4.97 -3.03 -2.90
H 7.19 -1.92 -1.35
H 6.12 -0.49 -1.37
H 7.56 -1.14 -3.65
H 5.92 -0.53 -3.74
H 6.76 -3.46 -3.81
H 5.58 -2.62 -4.83
O -3.07 -9.01 -6.38
C -3.57 -8.49 -5.42
C -3.86 -7.02 -5.21
C -4.11 -6.94 -3.71
C -4.64 -8.34 -3.40
O -3.99 -9.20 -4.35
H -4.75 -6.76 -5.79
H -3.02 -6.41 -5.53
H -4.78 -6.15 -3.40
H -3.16 -6.79 -3.19
H -5.72 -8.41 -3.55
H -4.40 -8.67 -2.40
O -1.88 6.26 8.46
C -1.31 5.48 9.16
C -0.50 5.78 10.41
C 0.28 4.49 10.62
C -0.65 3.46 10.02
O -1.33 4.14 8.95
H -1.19 5.99 11.22
H 0.14 6.65 10.24
H 0.53 4.29 11.66
H 1.22 4.53 10.06
H -1.40 3.10 10.73
H -0.12 2.60 9.61
*
```

Computed properties:
HOMO: -9.3 eV
Kohn-Sham gap: 7.5 eV

Here is what Löwdin gives for the atomic charges, in e: atom 1 (C): -0.09, atom 2 (C): -0.27, atom 3 (C): -0.64, atom 4 (I): 0.95, atom 5 (C): -0.17, atom 6 (C): -0.20, atom 7 (F): 0.09, atom 8 (C): -0.29, atom 9 (O): 0.12, atom 10 (C): 0.03, atom 11 (C): 0.04, atom 12 (C): -0.31, atom 13 (O): 0.12, atom 14 (H): 0.07, atom 15 (H): 0.08, atom 16 (H): 0.07, atom 17 (H): 0.06, atom 18 (H): 0.11, atom 19 (H): 0.06, atom 20 (H): 0.12, atom 21 (H): 0.12, atom 22 (O): 0.11, atom 23 (C): -0.49, atom 24 (C): -0.06, atom 25 (C): -0.15, atom 26 (C): -0.15, atom 27 (O): 0.02, atom 28 (H): 0.13, atom 29 (H): 0.13, atom 30 (H): 0.08, atom 31 (H): 0.11, atom 32 (H): 0.13, atom 33 (H): 0.10, atom 34 (O): 0.12, atom 35 (C): -0.48, atom 36 (C): -0.08, atom 37 (C): -0.15, atom 38 (C): -0.16, atom 39 (O): 0.02, atom 40 (H): 0.12, atom 41 (H): 0.12, atom 42 (H): 0.12, atom 43 (H): 0.12, atom 44 (H): 0.12, atom 45 (H): 0.12, atom 46 (O): 0.11, atom 47 (C): -0.47, atom 48 (C): -0.07, atom 49 (C): -0.14, atom 50 (C): -0.14, atom 51 (O): 0.03, atom 52 (H): 0.13, atom 53 (H): 0.13, atom 54 (H): 0.13, atom 55 (H): 0.09, atom 56 (H): 0.13, atom 57 (H): 0.13, atom 58 (O): 0.09, atom 59 (C): -0.49, atom 60 (C): -0.07, atom 61 (C): -0.15, atom 62 (C): -0.15, atom 63 (O): -0.01, atom 64 (H): 0.13, atom 65 (H): 0.11, atom 66 (H): 0.12, atom 67 (H): 0.09, atom 68 (H): 0.13, atom 69 (H): 0.12, atom 70 (O): 0.12, atom 71 (C): -0.49, atom 72 (C): -0.08, atom 73 (C): -0.16, atom 74 (C): -0.16, atom 75 (O): 0.02, atom 76 (H): 0.13, atom 77 (H): 0.11, atom 78 (H): 0.11, atom 79 (H): 0.12, atom 80 (H): 0.12, atom 81 (H): 0.12, atom 82 (O): 0.12, atom 83 (C): -0.48, atom 84 (C): -0.07, atom 85 (C): -0.15, atom 86 (C): -0.15, atom 87 (O): 0.01, atom 88 (H): 0.13, atom 89 (H): 0.12, atom 90 (H): 0.11, atom 91 (H): 0.12, atom 92 (H): 0.13, atom 93 (H): 0.13



[2]
Formula: C5H11NO
Source: OMol25
Level of theory: ωB97M-V/def2-TZVPD

Structure (ORCA input):
```
! wB97M-V def2-TZVPD RIJCOSX def2/J DEFGRID3
* xyz 0 1
C 2.85 0.26 -0.24
N 1.47 -0.06 -0.55
C 0.46 0.20 0.34
O 0.68 0.52 1.50
C -0.96 0.05 -0.21
C -1.42 -1.41 -0.12
C -1.90 0.97 0.56
H 3.11 1.28 -0.58
H 3.52 -0.45 -0.72
H 2.97 0.22 0.84
H 1.23 -0.21 -1.52
H -0.95 0.34 -1.27
H -1.52 -1.72 0.92
H -0.72 -2.09 -0.61
H -2.40 -1.53 -0.61
H -2.91 0.93 0.14
H -1.94 0.68 1.61
H -1.56 2.01 0.52
*
```

Computed properties:
HOMO: -9.5 eV
Energy above the lowest of the compared OMol25 structures with the same formula, charge and spin: 0.1107 eV
Kohn-Sham gap: 10.4 eV

Here is what Löwdin gives for the atomic charges, in e: atom 1 (C): -0.08, atom 2 (N): 0.00, atom 3 (C): -0.48, atom 4 (O): 0.06, atom 5 (C): -0.36, atom 6 (C): -0.07, atom 7 (C): -0.08, atom 8 (H): 0.09, atom 9 (H): 0.08, atom 10 (H): 0.08, atom 11 (H): 0.13, atom 12 (H): 0.13, atom 13 (H): 0.09, atom 14 (H): 0.08, atom 15 (H): 0.08, atom 16 (H): 0.08, atom 17 (H): 0.08, atom 18 (H): 0.08



[3]
Formula: H2N2O4P
Source: OMol25
Level of theory: ωB97M-V/def2-TZVPD

Structure (ORCA input):
```
! wB97M-V def2-TZVPD RIJCOSX def2/J DEFGRID3
* xyz -1 1
N 0.02 0.59 -0.41
N -3.23 -0.84 0.07
O 1.01 -0.22 0.33
O -3.43 -1.61 -0.84
O -3.34 -1.14 1.25
O -3.09 1.80 0.59
P -2.80 0.94 -0.60
H 0.70 -0.06 1.29
H 0.08 0.27 -1.43
*
```

Computed properties:
HOMO (spin up / spin down): -2.4 / -4.8 eV
Energy above the lowest of the compared OMol25 structures with the same formula, charge and spin: 6.5376 eV
Kohn-Sham gap (spin up / spin down): 5.9 / 8.8 eV

Here is what Löwdin gives for the atomic charges, in e: atom 1 (N): -0.15, atom 2 (N): -0.61, atom 3 (O): -0.26, atom 4 (O): -0.14, atom 5 (O): -0.07, atom 6 (O): -0.61, atom 7 (P): 0.76, atom 8 (H): 0.09, atom 9 (H): -0.01